[1]
{"formula": "C21H26GaN10O6S2", "method": "wB97M-V/def2-TZVPD", "symbols": ["Ga", "C", "N", "C", "C", "N", "N", "C", "N", "N", "H", "H", "H", "H", "H", "H", "H", "H", "H", "H", "H", "O", "S", "O", "O", "C", "C", "C", "C", "C", "C", "S", "O", "O", "O", "H", "H", "H", "H", "C", "C", "N", "C", "C", "N", "C", "N", "N", "N", "C", "C", "C", "C", "C", "C", "H", "H", "H", "H", "H", "H", "H", "H", "H", "H", "H"], "coordinates": [[15.293, 7.760, 8.361], [19.909, 7.798, 10.967], [18.979, 8.641, 10.152], [19.588, 9.618, 9.251], [17.706, 8.213, 9.927], [16.987, 8.571, 8.870], [17.262, 7.259, 10.823], [16.028, 6.699, 10.949], [15.946, 5.861, 12.020], [15.090, 6.902, 10.060], [20.892, 8.253, 10.855], [20.010, 6.739, 10.663], [19.642, 7.918, 12.039], [20.353, 10.229, 9.815], [18.854, 10.366, 8.904], [20.050, 9.147, 8.367], [17.372, 9.352, 8.348], [17.989, 6.955, 11.484], [16.643, 5.968, 12.723], [15.027, 5.573, 12.358], [14.235, 6.367, 10.204], [16.684, 10.230, 6.450], [15.862, 9.267, 5.733], [15.220, 9.817, 4.572], [14.855, 8.603, 6.706], [17.120, 8.016, 5.122], [18.230, 8.790, 4.677], [19.461, 8.199, 4.514], [19.600, 6.802, 4.502], [18.483, 6.005, 4.832], [17.279, 6.654, 5.222], [15.895, 5.645, 5.796], [16.385, 4.274, 5.756], [14.728, 5.989, 5.029], [15.781, 6.083, 7.290], [18.014, 9.844, 4.537], [20.345, 8.856, 4.469], [20.586, 6.355, 4.319], [18.562, 4.924, 4.829], [12.588, 9.421, 10.003], [12.178, 8.374, 9.010], [13.036, 7.548, 8.393], [12.318, 6.898, 7.399], [11.013, 7.269, 7.479], [10.927, 8.260, 8.521], [9.667, 8.681, 9.223], [8.845, 9.485, 8.284], [7.596, 8.995, 7.920], [7.054, 9.824, 7.040], [7.916, 10.887, 6.812], [7.819, 11.981, 5.950], [8.905, 12.834, 5.953], [10.034, 12.674, 6.762], [10.140, 11.623, 7.680], [9.067, 10.711, 7.629], [12.419, 10.446, 9.593], [13.645, 9.309, 10.259], [11.958, 9.378, 10.910], [12.858, 6.215, 6.748], [10.165, 6.941, 6.871], [9.939, 9.299, 10.073], [8.991, 7.912, 9.553], [6.923, 12.084, 5.357], [8.851, 13.693, 5.300], [10.867, 13.408, 6.718], [10.929, 11.534, 8.385]], "lumo_ev": -3.2, "total_energy_ha": -4535.8609, "e_above_lowest_ev": 0.0000, "homo_lumo_gap_ev": 7.8, "molar_mass_g_mol": 648.4, "homo_energy_ev": -11.02, "charge": 1}

***

[2]
{"formula": "C21H26IN3Ni", "method": "wB97M-V/def2-TZVPD", "symbols": ["C", "C", "H", "H", "H", "H", "H", "H", "C", "C", "C", "C", "H", "H", "H", "H", "N", "C", "C", "N", "C", "C", "C", "H", "H", "C", "H", "H", "Ni", "I", "C", "N", "C", "C", "C", "C", "C", "C", "C", "C", "H", "H", "H", "H", "H", "H", "H", "H", "H", "H", "H", "H"], "coordinates": [[1.259, -2.769, -1.114], [0.533, -2.192, -2.355], [2.330, -2.555, -1.109], [1.117, -3.867, -1.139], [0.829, -2.441, -0.143], [0.638, -1.108, -2.525], [0.966, -2.686, -3.235], [-0.520, -2.467, -2.342], [3.514, 0.141, -1.756], [4.517, 1.084, -1.959], [4.155, 2.401, -2.242], [2.803, 2.710, -2.366], [3.753, -0.880, -1.449], [5.559, 0.766, -1.873], [4.905, 3.181, -2.354], [2.445, 3.722, -2.563], [2.206, 0.446, -1.852], [1.836, 1.709, -2.170], [0.387, 1.977, -2.222], [-0.422, 1.079, -1.597], [-1.758, 1.261, -1.637], [-1.524, 3.308, -2.872], [-2.347, 2.358, -2.267], [-2.373, 0.511, -1.139], [-3.431, 2.439, -2.257], [-0.149, 3.107, -2.848], [0.542, 3.810, -3.293], [-1.947, 4.184, -3.344], [0.593, -0.605, -0.538], [2.416, -0.278, 1.287], [-0.870, 0.306, 5.000], [-0.383, -0.261, 3.781], [0.270, -1.520, 3.857], [-0.671, 0.361, 2.517], [-1.549, -0.504, 1.664], [-2.819, -0.785, 2.226], [-3.732, -1.605, 1.573], [-3.393, -2.125, 0.323], [-2.160, -1.784, -0.264], [-1.220, -1.034, 0.425], [-0.116, 0.184, 5.793], [-1.804, -0.177, 5.350], [-1.092, 1.370, 4.837], [-0.405, -2.377, 3.676], [1.087, -1.558, 3.112], [0.693, -1.645, 4.869], [-1.162, 1.320, 2.733], [0.316, 0.554, 2.051], [-3.065, -0.352, 3.202], [-4.705, -1.809, 2.034], [-4.089, -2.773, -0.206], [-1.964, -2.134, -1.281]], "lumo_ev": [-0.6, -0.7], "multiplicity": 3, "total_energy_ha": -2786.0264, "e_above_lowest_ev": 0.0000, "homo_lumo_gap_ev": [5.8, 5.8], "molar_mass_g_mol": 506.1, "homo_energy_ev": [-6.46, -6.51]}